Density functional theory data (ωB97M-V/def2-TZVPD) for the molecule C6H10N2.

```
18
Properties=species:S:1:pos:R:3:forces:R:3
C 0.505 -0.388 1.347 -0.02 0.58 3.77
C -0.931 0.003 0.848 4.17 -0.05 1.36
C 0.982 0.959 0.404 0.74 -1.43 3.89
C 0.837 0.429 -1.036 -3.26 -1.66 -1.44
C 0.464 -1.262 -1.007 -0.04 0.15 -2.78
C -0.969 -0.634 -0.631 -0.39 1.00 3.46
H 0.731 -1.381 1.174 1.07 -1.69 -1.15
H 0.674 -0.484 2.611 -0.43 1.58 -3.38
H -1.818 -0.296 1.394 0.02 0.60 0.52
H -0.933 2.141 0.724 1.44 0.23 -0.57
H 1.906 1.606 0.854 -1.95 -1.77 -1.87
H 1.334 0.922 -1.877 0.65 -0.49 0.55
H 0.168 -1.562 -2.065 1.08 0.57 0.86
H 1.203 -2.188 -0.673 -2.26 2.82 -0.07
H -2.014 -1.039 -0.562 1.15 -0.73 -1.31
H -1.135 1.244 -1.074 -2.33 4.69 2.17
N -0.251 1.422 1.038 -4.57 -0.09 -1.05
N -0.753 0.508 -1.470 4.92 -4.30 -2.94
```
Positions in Å, forces in eV/Å.

Calculated values
DFT total energy: -343.863114 hartree
ΔE to the lowest compared entry with this formula, charge and spin: 171.7 kcal/mol



Density functional theory data (ωB97M-V/def2-TZVPD) for a structure of composition C13H19NO8S2.

```
43
Properties=species:S:1:pos:R:3:forces:R:3
C 0.327 -1.959 1.301 -0.08 -0.31 0.17
C -0.299 -1.047 0.818 0.56 1.03 -1.00
C -0.742 0.222 0.079 -0.09 -1.09 1.41
C 0.194 1.451 0.479 -1.22 -1.46 -0.40
N 0.428 1.432 1.928 -0.84 1.77 -0.42
C -0.347 2.165 2.547 -1.05 0.00 0.00
S -1.532 3.029 3.186 1.85 -1.08 -0.40
O -0.668 2.579 0.073 1.85 0.80 -1.54
S 0.110 3.312 -1.172 -0.31 2.54 -1.98
O 0.987 4.370 -0.715 -0.25 -2.23 0.55
O -0.701 3.775 -2.271 -0.26 -1.66 1.46
O 0.855 1.943 -1.720 0.42 1.28 1.99
C 1.421 1.384 -0.508 0.68 -2.33 0.99
O 2.672 1.858 -0.078 -0.85 0.85 -0.58
C 3.506 2.160 -1.215 0.36 -0.22 -0.58
C 5.028 2.167 -0.884 0.13 0.73 0.15
C 5.494 3.343 0.040 0.44 -0.34 0.51
O 5.477 0.952 -0.259 -0.30 0.25 -0.54
H 0.856 -2.803 1.758 -0.62 0.90 -0.44
H -0.750 0.033 -1.020 0.18 0.31 0.82
H -1.793 0.471 0.371 0.93 -0.16 -0.18
H 1.586 0.274 -0.618 -0.44 0.99 -0.69
H 3.349 1.364 -2.002 0.04 0.74 0.62
H 3.177 3.154 -1.619 0.53 -0.86 0.15
H 5.559 2.305 -1.870 -0.67 -0.21 0.71
H 5.706 2.938 1.065 -0.37 0.30 -0.91
H 4.755 4.168 0.152 0.48 -0.64 -0.31
H 6.475 3.752 -0.324 -0.99 -0.27 0.25
H 5.429 0.217 -0.892 -0.05 0.38 0.19
O -3.719 -0.754 -0.039 0.08 -0.28 0.20
C -4.021 -1.910 0.121 -0.07 0.07 -0.36
O -3.277 -2.684 0.926 0.15 0.27 0.37
C -3.639 -4.010 1.326 -0.01 -0.26 -0.14
C -3.216 -5.031 0.290 0.01 0.03 -0.19
C -5.170 -2.522 -0.636 -0.52 -0.05 0.31
H -4.703 -4.069 1.564 0.01 0.04 -0.10
H -3.103 -4.200 2.257 0.04 0.25 -0.05
H -3.718 -4.866 -0.666 -0.07 -0.05 0.06
H -3.447 -6.042 0.630 0.01 0.04 0.01
H -2.144 -4.958 0.102 -0.03 -0.01 0.11
H -4.830 -2.801 -1.634 0.00 0.01 0.03
H -5.961 -1.777 -0.723 0.20 0.07 -0.15
H -5.612 -3.387 -0.148 0.14 -0.11 -0.10
```
Positions in Å, forces in eV/Å.

Calculated values
DFT total energy: -1959.643753 hartree
ΔE to the lowest compared entry with this formula, charge and spin: 37.6 kcal/mol



Density functional theory data (ωB97M-V/def2-TZVPD) for the ion C4H8NO2S with charge -1.

```
16
Properties=species:S:1:pos:R:3:forces:R:3
O -0.700 -0.163 2.705 -0.31 0.54 -0.38
C -1.067 -0.308 1.554 0.39 -0.90 0.36
C -0.352 0.238 0.333 0.77 -0.20 0.82
C 0.462 1.452 0.726 -0.46 0.77 -0.74
S 0.791 2.455 -0.767 0.23 0.33 0.03
N 0.461 -0.922 -0.003 -0.51 -0.46 -0.05
C 0.027 -1.439 -1.379 0.81 -0.16 0.54
O 0.132 -0.556 -2.344 -0.09 0.33 -0.22
H -1.827 -1.086 1.354 -0.19 0.11 -0.23
H -0.939 0.444 -0.562 -0.56 0.21 0.28
H 1.405 1.219 1.209 -0.09 -0.20 0.22
H -0.151 2.089 1.367 0.28 -0.04 0.18
H 0.656 1.441 -1.648 -0.01 -0.39 -0.17
H 1.449 -0.714 0.071 -0.04 0.06 -0.31
H 0.659 -2.359 -1.486 -0.18 0.06 -0.08
H -1.007 -1.792 -1.129 -0.07 -0.07 -0.24
```
Positions in Å, forces in eV/Å.

Calculated values
DFT total energy: -760.625425 hartree
Net charge: -1
ΔE to the lowest compared entry with this formula, charge and spin: 54.9 kcal/mol



Density functional theory data (ωB97M-V/def2-TZVPD) for a cluster of 2 separate species, C2H8ClN2OP in total.

```
15
Properties=species:S:1:pos:R:3:forces:R:3
C 2.840 -1.052 -1.176 -0.51 2.53 2.09
C 3.050 -0.195 -0.174 1.44 -1.84 0.27
N -3.015 -0.415 -0.152 1.29 -0.16 0.59
N -1.557 0.755 1.652 -1.00 -1.54 2.20
O -1.254 1.394 -0.835 1.87 -0.56 0.42
P -1.373 -0.024 0.076 -0.35 0.94 0.33
Cl 1.806 0.704 0.513 -0.64 1.18 0.60
H -0.265 1.590 -0.874 -1.87 -0.22 -0.12
H 3.663 -1.619 -1.355 1.95 -1.88 -1.20
H 1.907 -1.117 -1.660 -0.78 -0.25 -0.64
H 3.999 -0.237 0.448 -1.28 0.37 -1.04
H -3.660 0.278 -0.428 -0.69 1.04 -0.08
H -3.212 -1.280 -0.608 0.20 -0.44 -0.24
H -2.082 0.031 2.266 1.05 1.68 -1.34
H -0.847 1.188 2.308 -0.67 -0.85 -1.83
```
Positions in Å, forces in eV/Å.

Calculated values
DFT total energy: -1067.293285 hartree
ΔE to the lowest compared entry with this formula, charge and spin: 44.6 kcal/mol



Density functional theory data (ωB97M-V/def2-TZVPD) for a cluster of 2 separate species, C9H9N3O in total.

```
22
Properties=species:S:1:pos:R:3:forces:R:3
C 2.793 -0.602 -0.471 0.19 -0.13 0.07
C 2.512 0.451 -1.323 -0.01 0.01 0.01
C 1.759 -1.268 0.170 -0.05 0.14 -0.13
C 1.201 0.838 -1.538 -0.08 -0.03 0.01
C 0.441 -0.900 -0.040 -0.08 0.21 -0.08
C 0.168 0.163 -0.904 0.34 -0.31 0.13
C -0.699 -1.606 0.650 -0.11 -0.17 0.05
C -1.038 1.953 2.574 -0.03 0.22 0.52
C -2.114 0.015 -0.276 -0.17 -0.88 0.02
N -1.985 -0.957 0.521 -0.35 0.21 -0.11
N -0.966 1.539 1.517 0.24 0.15 -0.35
N -1.158 0.521 -1.116 -0.48 0.16 -0.24
O -3.311 0.621 -0.413 0.10 0.45 -0.30
H 3.816 -0.909 -0.304 0.05 0.00 0.01
H 3.313 0.977 -1.819 0.07 0.05 -0.05
H 1.975 -2.088 0.840 0.03 -0.08 0.08
H 0.975 1.664 -2.198 -0.03 0.09 -0.07
H -0.801 -2.629 0.261 0.12 0.07 0.11
H -1.105 2.346 3.555 -0.02 0.09 0.30
H -0.489 -1.693 1.723 0.11 -0.10 -0.14
H -1.361 1.380 -1.600 -0.02 -0.04 0.12
H -3.926 0.183 0.189 0.18 -0.13 0.04
```
Positions in Å, forces in eV/Å.

Calculated values
DFT total energy: -587.856031 hartree
ΔE to the lowest compared entry with this formula, charge and spin: 4.0 kcal/mol